Record 1
Density functional theory data (the ωB97M-V functional and the def2-TZVPD basis) for C6H8LiO6Pd as an isolated structure at a distorted geometry.

Last column: Mulliken spin population.
Element x y z (Å)
O (-1.280, 1.579, 0.529)  0.205
C (-0.401, -1.306, 0.550)  -0.018
C (-2.225, 1.127, -0.392)  -0.027
O (-0.764, -1.161, 1.710)  0.003
O (-1.137, -1.039, -0.505)  0.003
C (-2.404, -0.381, -0.316)  0.019
H (-1.938, 1.394, -1.425)  0.025
H (-3.217, 1.576, -0.208)  0.004
H (-3.047, -0.739, -1.127)  0.002
H (-2.826, -0.682, 0.650)  0.000
Li (-0.929, 0.741, 2.191)  -0.007
O (2.052, 0.877, 0.186)  0.020
C (1.948, 0.696, 1.593)  0.203
C (2.654, -0.174, -0.573)  0.004
O (1.164, 1.577, 2.012)  0.239
O (0.932, -1.506, 0.295)  -0.002
C (1.590, -1.197, -0.941)  0.016
H (3.430, -0.627, 0.055)  -0.005
H (3.099, 0.253, -1.479)  0.002
H (2.053, -2.119, -1.309)  0.001
H (0.874, -0.812, -1.673)  -0.003
Pd (0.372, 1.923, 0.176)  1.317

The spin multiplicity is 3. The relative energy (zero: lowest compared OMol25 entry of this formula, charge and spin) comes out at 153.4 kJ/mol. As for the total charge: +1. The expectation value of S² is 2.005. For the LUMO energy (alpha / beta), the calculation gives -3.258 / -6.777 eV.

=====

Record 2
Density functional theory data (the ωB97M-V functional and the def2-TZVPD basis) for C6H8MgO6Tl as an isolated structure at a distorted geometry.

Last column: Löwdin charge in e.
Element x y z (Å)
O (-1.633, 1.767, -0.492)  -0.020
C (-1.330, 0.676, 0.169)  -0.194
C (-1.252, 1.713, -1.891)  -0.104
O (-0.051, 0.312, 0.101)  0.068
O (-2.094, -0.508, -1.643)  -0.329
C (-2.134, 0.598, -2.474)  -0.298
H (-0.185, 1.479, -1.982)  0.128
H (-1.479, 2.694, -2.321)  0.138
H (-1.729, 0.364, -3.476)  0.129
H (-3.163, 0.984, -2.598)  0.124
O (0.533, -0.295, 2.247)  0.038
C (0.283, -0.801, 0.994)  -0.783
C (1.866, 0.205, 2.244)  -0.094
O (-0.620, -1.763, 0.960)  -0.328
O (1.516, -1.286, 0.507)  -0.198
C (2.586, -0.771, 1.310)  -0.097
H (2.249, 0.187, 3.268)  0.144
H (1.884, 1.233, 1.856)  0.142
H (3.050, -1.605, 1.853)  0.131
H (3.326, -0.285, 0.666)  0.144
Mg (-2.375, -1.253, 0.216)  1.106
Tl (0.749, -3.645, 0.488)  1.155

As for the total charge: +1. For the LUMO energy, the calculation gives -4.738 eV.

=====

Record 3
Density functional theory data (the ωB97M-V functional and the def2-TZVPD basis) for an isolated ion of composition C6H8N and charge +1 at a distorted geometry.

Last column: Löwdin charge in e.
Element x y z (Å)
C (-1.370, 0.658, 3.305)  0.191
C (-1.013, 0.542, 2.179)  -0.085
C (-1.251, -0.419, -0.209)  0.006
C (-0.697, 0.251, 0.843)  -0.253
C (-0.376, -0.579, -1.384)  -0.076
C (0.684, 0.586, 0.482)  -0.110
N (0.981, -0.205, -0.755)  0.081
H (-1.574, 1.056, 4.294)  0.072
H (-2.134, -0.997, -0.048)  0.128
H (-0.369, -1.539, -1.791)  0.109
H (-0.610, 0.199, -2.247)  0.184
H (0.917, 1.728, 0.309)  0.188
H (1.229, 0.281, 1.419)  0.158
H (1.437, -1.134, -0.420)  0.236
H (1.487, 0.307, -1.465)  0.170

The relative energy (zero: lowest compared OMol25 entry of this formula, charge and spin) comes out at 380.7 kJ/mol. As for the total charge: +1. For the LUMO energy, the calculation gives -3.707 eV.

=====

Record 4
Density functional theory data (the ωB97M-V functional and the def2-TZVPD basis) for an isolated ion of composition C6H8N and charge +1 at a distorted geometry.

Last column: Löwdin charge in e.
Element x y z (Å)
C (0.353, -1.231, 0.275)  -0.012
C (0.631, -0.744, 1.470)  0.000
C (-0.830, 1.242, 1.094)  0.051
C (0.192, 0.586, 1.861)  0.061
C (-0.640, 0.831, -0.223)  -0.047
C (0.096, -0.353, -2.040)  0.037
N (-0.288, -0.391, -0.621)  -0.093
H (0.403, -2.174, -0.074)  0.116
H (1.075, -1.370, 2.188)  0.119
H (-1.308, 2.169, 1.348)  0.124
H (0.627, 1.029, 2.783)  0.141
H (-0.982, 1.378, -1.171)  0.176
H (0.319, 0.706, -2.097)  0.092
H (-0.653, -0.596, -2.704)  0.079
H (1.006, -1.084, -2.089)  0.155

The relative energy (zero: lowest compared OMol25 entry of this formula, charge and spin) comes out at 246.4 kJ/mol. As for the total charge: +1. For the LUMO energy, the calculation gives -4.980 eV.

=====

Number 1: total energy -819.89385 hartree. Number 2: total energy -1057.21133 hartree. Number 3: total energy -287.81124 hartree. Number 4: total energy -287.86238 hartree.